The following is a DFT calculation (wB97M-V/def2-TZVPD) of a cluster of 2 separate species, C3H7O3 in total.

Calculated values
E_LUMO = 4.3 eV
HOMO energy = -4.27 eV
Energy above the lowest of the compared OMol25 structures with the same formula, charge and spin = 10.1 kcal/mol
Total energy = -344.29408 a.u.

ORCA input file:
```
! RIJCOSX wB97M-V def2-TZVPD def2/J DEFGRID3
* xyz -1 1
O -2.53 0.19 0.27
C -1.37 -0.24 0.31
O -0.65 -0.50 1.31
C -0.68 -0.42 -1.10
C 0.70 0.22 -1.26
H -0.56 -1.48 -1.34
H -1.45 -0.03 -1.76
H 1.14 0.33 -0.26
H 1.37 -0.48 -1.76
H 0.62 1.25 -1.61
H 0.47 0.57 2.74
H 1.51 0.02 1.83
O 1.43 0.58 2.61
*
```